1.
Computed, not measured: the molecule C14H15NO in a non-equilibrium geometry, with wB97M-V/def2-TZVPD.

XYZ file:
```
31
Properties=species:S:1:pos:R:3:forces:R:3:lowdin_charge:R:1
C -1.09222 0.45577 -3.24791 0.9 0.9 0.2 -0.0325
C -0.83441 0.60734 -1.76127 -1.1 0.4 -0.3 -0.1756
C 0.09362 -0.10446 -1.11370 1.1 0.0 -1.8 0.0274
C 0.33198 -0.12281 0.32082 0.0 -1.7 0.7 -0.2627
N 1.18882 -0.80497 0.99599 -0.1 -0.5 -0.9 0.1282
C 2.24817 -1.58792 0.35119 1.0 0.5 1.3 -0.4553
C 1.88746 -2.68468 -0.61734 -0.4 0.0 -1.1 -0.0809
C 3.19991 -0.54603 -0.22348 1.9 0.2 0.1 -0.0773
C -0.70475 0.46738 1.13712 -1.9 2.4 1.7 -0.0491
C -0.65488 0.32612 2.57593 -0.2 0.8 -3.3 0.0063
C -1.62881 1.05523 3.21329 2.2 -0.9 4.5 -0.1469
C -2.58509 1.77350 2.65734 -4.0 1.9 -2.1 -0.1011
C -2.71870 1.93775 1.24133 0.3 0.3 3.0 -0.0075
C -1.74190 1.35092 0.50181 2.1 -2.1 -0.4 -0.0627
C -1.82491 1.43883 -1.01118 0.9 -1.4 1.9 -0.3217
O -2.74218 2.00666 -1.52290 -0.7 0.8 -1.1 0.1205
H -0.14907 0.00375 -3.62591 -1.2 -0.3 -0.4 0.0865
H -1.21016 1.42593 -3.77177 0.2 -0.3 0.6 0.0891
H -2.07232 -0.02386 -3.41454 0.8 -0.4 -0.1 0.0975
H 0.74602 -0.67063 -1.79884 -0.2 0.1 0.8 0.1017
H 2.81294 -2.13504 1.17982 -0.8 0.9 -0.8 0.1425
H 2.62818 -3.50449 -0.63826 -0.3 0.5 0.1 0.0909
H 1.71803 -2.32516 -1.64162 0.5 -0.1 0.1 0.0632
H 0.92007 -3.06829 -0.37399 -0.6 -0.7 0.5 0.0713
H 2.71329 0.30116 -0.80751 0.7 -1.1 0.9 0.0967
H 3.88414 -1.10432 -0.87304 0.0 0.3 -0.3 0.0694
H 3.91230 -0.19723 0.59614 -1.3 0.2 -1.0 0.0959
H 0.12819 -0.21515 3.11326 -0.4 0.2 -0.5 0.1138
H -1.52387 1.14511 4.34110 -0.4 -0.5 -1.3 0.1305
H -3.42879 2.17321 3.27438 1.1 -0.1 -0.4 0.1213
H -3.50105 2.62638 0.94375 0.2 -0.4 -0.8 0.1206
```
Positions in Å, forces in eV/Å.

## Properties
Orbital gap ... 8.00 eV
Structure (SMILES) ... CC1=C/C(=N\C(C)C)c2ccccc2C1=O
Calculated total energy ... -672.4043 a.u.

***

2.
Computed, not measured: a cluster of 2 separate species, C14H16 in total in a non-equilibrium geometry, with wB97M-V/def2-TZVPD.

XYZ file:
```
30
Properties=species:S:1:pos:R:3:forces:R:3:lowdin_charge:R:1
C 1.74296 -2.82044 1.97226 0.9 -0.3 -1.4 -0.0539
C 1.94537 -1.64484 1.02875 0.0 -0.1 0.7 -0.2793
C 3.25096 -1.29049 0.64874 -1.8 -0.9 -0.2 -0.0596
C 3.43009 -0.12764 -0.07759 0.5 -0.8 1.2 -0.0872
C 2.34055 0.72288 -0.25178 0.9 0.4 -1.1 -0.1002
C 1.07086 0.44561 0.20583 0.6 -0.5 0.8 -0.0676
C 0.86775 -0.80754 0.79085 0.3 0.1 -0.1 -0.0417
H 2.30473 -2.61472 2.87529 -0.4 0.0 0.5 0.0795
H 2.21360 -3.72438 1.56034 -0.1 0.1 0.0 0.0778
H 0.69695 -3.04468 2.10616 -0.3 0.1 0.5 0.0662
H 3.93807 -2.10416 0.85723 0.8 0.7 -0.1 0.1100
H 4.47196 0.12067 -0.24029 -0.2 0.4 -0.8 0.1010
H 2.51282 1.57046 -0.90210 -0.1 0.5 0.5 0.0994
H 0.39424 1.27117 0.34064 -0.7 -0.2 -0.8 0.0912
H -0.10119 -1.19193 1.07121 -0.2 0.4 0.3 0.0776
C -2.80156 -0.22776 0.85753 0.6 -0.5 0.6 -0.0521
C -2.27583 0.60984 -0.26419 -0.7 0.7 -0.2 -0.3009
C -2.09799 1.98721 -0.09178 -0.2 -0.5 0.0 -0.0705
C -1.65308 2.77251 -1.14318 0.2 -0.3 0.2 -0.0949
C -1.27563 2.15867 -2.33167 -1.2 0.7 -0.7 -0.1006
C -1.64680 0.84272 -2.59684 1.7 -0.1 1.1 -0.0755
C -2.10680 0.07231 -1.53509 -0.2 -0.1 0.2 -0.0565
H -3.70962 -0.76490 0.60549 -0.2 0.0 -0.1 0.0818
H -2.95314 0.32165 1.78285 -0.3 0.4 -0.1 0.0777
H -2.06353 -0.97713 1.15884 -0.1 -0.2 -0.2 0.0555
H -2.34554 2.39949 0.87874 0.0 0.2 -0.1 0.1093
H -1.61526 3.84850 -1.04757 0.3 0.0 0.1 0.1010
H -0.91293 2.80388 -3.12678 0.2 -0.2 0.0 0.0992
H -1.24891 0.36104 -3.47633 -0.6 0.0 -0.4 0.1009
H -2.37309 -0.96799 -1.65557 0.2 -0.2 -0.2 0.1121
```
Positions in Å, forces in eV/Å.

## Properties
Orbital gap ... 9.69 eV
Structure (SMILES) ... Cc1ccccc1.Cc1ccccc1
Calculated total energy ... -543.0371 a.u.

***

3.
Computed, not measured: a cluster of 2 separate species, C14H16 in total in a non-equilibrium geometry, with wB97M-V/def2-TZVPD.

XYZ file:
```
30
Properties=species:S:1:pos:R:3:forces:R:3:lowdin_charge:R:1
C 0.83572 -2.25679 -1.58853 -3.5 -7.4 -0.8 -0.0544
C -0.55621 -1.71689 -1.81645 1.0 0.1 -0.5 -0.2827
C -1.25089 -1.56249 -3.00254 2.2 -1.7 -1.9 -0.0838
C -2.45440 -0.98236 -3.05829 -2.4 0.2 -0.3 -0.1042
C -3.20313 -0.65375 -1.89826 2.2 0.0 -1.2 -0.0686
C -2.51444 -0.77518 -0.72436 1.8 -0.1 0.3 -0.0577
C -1.14929 -1.20276 -0.71516 -2.7 -0.3 0.2 -0.0628
H 1.25625 -3.08998 -2.32190 -1.4 1.6 0.9 0.1264
H 0.75647 -2.85845 -0.62680 0.8 1.3 -0.8 0.1132
H 1.50197 -1.56284 -1.68921 4.1 4.1 0.2 -0.0112
H -0.87769 -2.01774 -3.96490 0.0 0.7 1.1 0.1317
H -2.85495 -0.93133 -4.07022 -0.5 0.3 0.4 0.1047
H -4.15498 -0.22733 -2.02455 -1.2 0.3 0.2 0.0853
H -2.89628 -0.52750 0.23293 -0.7 0.3 0.6 0.0901
H -0.64590 -1.39582 0.18743 0.2 0.3 1.3 0.0816
C 0.42898 1.39685 3.79313 2.9 -3.7 1.7 -0.0608
C 1.02303 1.45700 2.43684 -1.0 -0.2 1.3 -0.3438
C 1.19268 0.27112 1.78468 0.3 0.7 -1.1 -0.0601
C 1.58561 0.27862 0.45205 -1.2 -0.1 -0.4 -0.0655
C 1.87658 1.49848 -0.16027 -0.3 0.5 3.6 -0.0572
C 1.87868 2.70134 0.60450 -1.1 -2.2 -0.4 -0.0545
C 1.36558 2.65456 1.89697 1.7 2.0 -0.5 -0.0651
H -0.26983 0.48742 3.92564 1.7 0.9 -0.1 0.1066
H -0.19035 2.12900 4.10974 -1.6 3.1 0.6 0.0200
H 1.40219 1.39032 4.50205 -2.5 -0.3 -0.9 0.1405
H 0.95552 -0.57379 2.36748 -0.3 -1.3 0.0 0.0986
H 1.30627 -0.60490 -0.15073 1.2 0.7 0.6 0.0586
H 2.14864 1.48716 -1.13442 0.7 0.2 -3.0 0.0608
H 2.03900 3.62267 0.11839 0.6 0.9 -0.4 0.0836
H 1.46516 3.56536 2.53479 -0.7 -0.7 -0.6 0.1306
```
Positions in Å, forces in eV/Å.

## Properties
Orbital gap ... 9.78 eV
Structure (SMILES) ... Cc1ccccc1.Cc1ccccc1
Calculated total energy ... -542.9783 a.u.

***

4.
Computed, not measured: a cluster of 2 separate species, C14H16 in total in a non-equilibrium geometry, with wB97M-V/def2-TZVPD.

XYZ file:
```
30
Properties=species:S:1:pos:R:3:forces:R:3:lowdin_charge:R:1
C 2.61933 -2.50547 -2.70806 -1.4 -0.4 -0.5 -0.0602
C 2.40918 -1.36098 -1.75959 0.6 -0.1 0.7 -0.2865
C 1.65663 -0.23468 -2.10128 0.8 -1.2 0.3 -0.0627
C 1.79572 0.93276 -1.34950 -0.5 -0.3 -1.5 -0.0963
C 2.62890 0.97868 -0.24878 -0.2 -0.1 0.3 -0.0952
C 3.17912 -0.20775 0.21809 -0.1 -0.5 -0.4 -0.0875
C 3.09222 -1.37037 -0.53637 -0.2 0.6 -0.8 -0.0542
H 1.74361 -3.16233 -2.78254 -0.1 0.0 0.4 0.0792
H 3.43832 -3.16505 -2.43288 0.3 0.3 -0.2 0.0746
H 2.66272 -2.13936 -3.73605 0.7 0.0 0.1 0.0782
H 1.07205 -0.39729 -3.00421 -0.1 0.9 0.1 0.1130
H 1.29885 1.78436 -1.79805 0.1 0.4 0.6 0.1018
H 2.85154 1.92082 0.23028 -0.2 0.0 0.2 0.1002
H 3.69540 -0.28773 1.14847 0.5 0.4 0.5 0.0933
H 3.67027 -2.24284 -0.27697 0.0 -0.2 0.3 0.1039
C -1.93392 -0.21543 -0.46180 0.3 -0.9 -1.5 -0.0649
C -2.42123 0.36900 0.80937 0.0 0.1 1.0 -0.2812
C -3.43302 1.32652 0.86137 0.2 -0.4 -0.2 -0.0544
C -3.64817 2.06476 2.01532 -0.1 0.2 -0.2 -0.1000
C -2.90557 1.84456 3.16678 -0.5 -0.6 -0.5 -0.0959
C -2.08874 0.70987 3.20175 0.3 1.6 0.2 -0.0889
C -1.82475 0.03462 2.02722 0.0 -0.9 -0.2 -0.0600
H -1.46907 0.52130 -1.12285 -0.1 0.3 0.2 0.0760
H -2.68402 -0.70540 -1.08850 -0.5 0.3 0.2 0.0795
H -1.17062 -0.99691 -0.40516 0.0 0.1 0.7 0.0741
H -4.05916 1.43602 -0.01212 0.0 0.4 -0.1 0.1092
H -4.38644 2.85634 2.00142 0.0 0.0 0.0 0.0987
H -3.07452 2.52762 3.98530 0.2 -0.2 0.4 0.0961
H -1.50624 0.54768 4.09776 -0.1 -0.5 0.1 0.0985
H -1.20844 -0.86332 2.06158 0.3 0.4 -0.1 0.1115
```
Positions in Å, forces in eV/Å.

## Properties
Orbital gap ... 9.76 eV
Structure (SMILES) ... Cc1ccccc1.Cc1ccccc1
Calculated total energy ... -543.0447 a.u.